No. 1
Here is a structure of composition C42H105BCdF4N7 in a non-equilibrium geometry from the Open Molecules 2025 dataset. Energies are from the ωB97M-V functional and the def2-TZVPD basis.

Positions of all 160 atoms, in Å:
Cd 21.07 -11.44 3.80
B 23.59 -8.96 4.54
F 24.12 -10.20 4.82
F 23.28 -9.01 3.21
F 22.43 -8.90 5.21
F 24.49 -7.97 4.87
C 26.79 -15.20 11.46
C 27.09 -13.73 11.04
N 26.24 -12.79 11.74
C 26.48 -12.82 13.18
C 25.42 -11.94 13.87
C 26.40 -11.40 11.15
C 27.78 -10.75 11.31
H 27.25 -15.86 10.71
H 25.75 -15.50 11.37
H 27.19 -15.53 12.42
H 28.15 -13.51 11.19
H 26.93 -13.68 9.96
H 26.45 -13.84 13.56
H 27.43 -12.35 13.43
H 25.74 -11.99 14.91
H 25.41 -10.89 13.57
H 24.43 -12.38 13.76
H 25.63 -10.67 11.42
H 26.19 -11.59 10.10
H 27.84 -9.77 10.82
H 28.48 -11.40 10.79
H 28.13 -10.54 12.32
C 13.87 -1.04 3.43
C 13.23 -2.36 3.66
N 13.25 -2.85 5.05
C 12.41 -2.11 6.04
C 10.97 -1.96 5.51
C 14.57 -3.10 5.60
C 15.55 -4.00 4.79
H 13.90 -0.74 2.38
H 14.90 -1.02 3.78
H 13.27 -0.30 3.96
H 12.21 -2.39 3.28
H 13.59 -3.17 3.02
H 12.37 -2.77 6.91
H 12.82 -1.17 6.40
H 10.34 -1.45 6.23
H 10.92 -1.26 4.67
H 10.49 -2.87 5.17
H 14.49 -3.58 6.57
H 15.10 -2.19 5.84
H 16.43 -4.33 5.33
H 15.91 -3.41 3.95
H 15.05 -4.87 4.36
C 29.57 -14.90 3.41
C 29.97 -14.90 1.91
N 29.60 -13.69 1.11
C 30.42 -12.55 1.55
C 30.63 -11.57 0.39
C 28.16 -13.39 0.92
C 27.30 -14.63 0.51
H 29.87 -13.97 3.87
H 29.88 -15.74 4.03
H 28.48 -14.93 3.44
H 31.02 -15.09 1.73
H 29.43 -15.71 1.41
H 30.13 -12.04 2.46
H 31.41 -12.97 1.74
H 31.39 -10.85 0.71
H 31.09 -12.08 -0.46
H 29.68 -11.14 0.08
H 28.11 -12.68 0.10
H 27.79 -12.90 1.82
H 27.13 -15.22 1.41
H 27.79 -15.33 -0.18
H 26.33 -14.30 0.16
C 21.90 -15.38 6.08
C 20.42 -15.01 6.27
N 20.18 -13.60 6.70
C 20.88 -13.27 7.94
C 20.47 -14.05 9.16
C 18.71 -13.40 6.81
C 18.41 -11.98 7.25
H 22.52 -15.16 6.95
H 22.29 -14.79 5.25
H 22.05 -16.38 5.69
H 19.90 -15.22 5.33
H 20.02 -15.69 7.02
H 21.96 -13.33 7.77
H 20.83 -12.21 8.20
H 21.11 -13.66 9.94
H 19.42 -14.00 9.46
H 20.73 -15.09 8.97
H 18.25 -14.10 7.51
H 18.27 -13.59 5.83
H 18.78 -11.26 6.52
H 18.66 -11.67 8.26
H 17.33 -11.80 7.28
C 31.98 -1.56 5.24
C 32.11 -2.96 5.84
N 31.82 -4.04 4.88
C 32.50 -5.30 5.25
C 31.91 -6.10 6.40
C 30.36 -4.16 4.59
C 30.04 -5.19 3.54
H 32.86 -1.21 4.70
H 31.85 -0.86 6.06
H 31.11 -1.47 4.59
H 33.11 -3.01 6.27
H 31.39 -3.03 6.66
H 32.56 -6.00 4.42
H 33.52 -5.05 5.52
H 30.88 -6.35 6.16
H 32.47 -7.02 6.52
H 31.81 -5.51 7.31
H 30.00 -3.21 4.20
H 29.79 -4.45 5.47
H 30.12 -6.24 3.85
H 30.71 -5.17 2.68
H 29.06 -5.01 3.11
C 18.52 -5.80 -0.79
C 17.53 -4.96 -1.69
N 16.67 -5.75 -2.57
C 15.78 -4.82 -3.27
C 16.51 -3.90 -4.27
C 15.97 -6.80 -1.85
C 14.89 -7.57 -2.73
H 19.25 -5.20 -0.25
H 19.06 -6.58 -1.34
H 17.99 -6.29 0.02
H 16.93 -4.39 -0.99
H 18.03 -4.21 -2.30
H 14.98 -5.36 -3.78
H 15.25 -4.21 -2.54
H 17.18 -3.15 -3.86
H 17.08 -4.47 -5.01
H 15.80 -3.30 -4.85
H 15.38 -6.54 -0.97
H 16.71 -7.50 -1.47
H 14.02 -6.99 -3.05
H 14.52 -8.41 -2.15
H 15.39 -7.94 -3.62
C 23.97 -2.82 8.87
C 22.73 -3.64 9.25
N 22.02 -3.11 10.48
C 22.88 -3.10 11.66
C 22.34 -2.34 12.89
C 20.77 -3.85 10.62
C 20.93 -5.35 10.87
H 24.26 -3.12 7.86
H 24.85 -3.00 9.48
H 23.78 -1.75 8.85
H 21.99 -3.64 8.45
H 23.06 -4.66 9.46
H 23.11 -4.12 11.98
H 23.84 -2.62 11.52
H 22.14 -1.30 12.64
H 21.39 -2.79 13.18
H 23.03 -2.38 13.74
H 20.23 -3.69 9.68
H 20.12 -3.40 11.37
H 21.69 -5.87 10.28
H 20.05 -5.93 10.59
H 21.16 -5.55 11.91

Calculated values
**E_LUMO**: -8.45 eV
**E_HOMO**: -9.534 eV
**Energy relative to the best compared isomer or geometry (same formula, charge and spin)**: 90.6 kcal/mol
**Max |F|**: 3.58 eV Å⁻¹
**Electronic energy**: -71788.4519 eV
**Orbital gap**: 1.08 eV
**Total charge**: +1

---

No. 2
Here is a cluster of 8 separate species, C42H105F6N7O14P in total in a non-equilibrium geometry from the Open Molecules 2025 dataset. Energies are from the ωB97M-V functional and the def2-TZVPD basis.

Positions of all 175 atoms, in Å:
P -13.95 -26.21 -12.05
F -13.94 -26.36 -10.38
F -12.33 -26.06 -12.18
F -13.88 -27.83 -12.00
F -14.02 -26.23 -13.70
F -15.57 -26.40 -12.02
F -14.19 -24.59 -12.16
C -8.99 -25.76 -14.75
O -8.55 -25.18 -13.51
C -9.50 -24.96 -12.42
C -8.76 -24.19 -11.38
N -8.54 -22.88 -11.84
C -7.67 -22.13 -10.95
C -7.34 -20.71 -11.47
O -6.46 -20.78 -12.62
C -6.00 -19.53 -13.13
H -8.13 -25.91 -15.40
H -9.55 -24.97 -15.26
H -9.63 -26.64 -14.72
H -9.87 -25.93 -12.11
H -10.40 -24.43 -12.73
H -7.82 -24.65 -11.08
H -9.33 -24.12 -10.46
H -8.03 -23.08 -12.70
H -6.72 -22.59 -10.66
H -8.14 -21.98 -9.98
H -6.91 -20.14 -10.64
H -8.28 -20.21 -11.68
H -5.20 -19.61 -13.86
H -5.77 -18.69 -12.47
H -6.85 -19.12 -13.67
C -17.00 -28.85 -10.38
O -16.75 -29.34 -9.05
C -15.41 -29.22 -8.69
C -15.28 -30.05 -7.41
N -15.86 -29.23 -6.34
C -16.18 -29.98 -5.13
C -14.93 -30.62 -4.46
O -14.49 -31.72 -5.31
C -13.22 -32.23 -5.21
H -18.04 -28.94 -10.70
H -16.42 -29.43 -11.10
H -16.73 -27.80 -10.46
H -15.14 -28.17 -8.56
H -14.82 -29.69 -9.48
H -14.21 -30.25 -7.33
H -15.78 -31.00 -7.61
H -16.68 -28.81 -6.76
H -17.01 -30.67 -5.28
H -16.60 -29.34 -4.36
H -15.05 -30.98 -3.44
H -14.15 -29.86 -4.38
H -12.38 -31.63 -5.56
H -13.12 -33.16 -5.77
H -13.01 -32.45 -4.17
C -8.02 -26.09 -18.56
O -9.26 -26.78 -18.57
C -9.19 -28.03 -19.29
C -8.54 -29.21 -18.52
N -9.11 -29.51 -17.20
C -10.30 -30.40 -17.24
C -10.94 -30.69 -15.85
O -11.49 -29.51 -15.23
C -12.26 -29.79 -14.13
H -7.15 -26.61 -18.16
H -8.07 -25.29 -17.81
H -7.71 -25.60 -19.48
H -8.69 -27.92 -20.25
H -10.22 -28.28 -19.55
H -7.49 -28.93 -18.48
H -8.36 -30.10 -19.14
H -9.46 -28.66 -16.79
H -10.20 -31.34 -17.78
H -11.08 -29.85 -17.76
H -10.23 -31.14 -15.16
H -11.71 -31.45 -15.88
H -11.59 -30.17 -13.36
H -13.11 -30.45 -14.31
H -12.57 -28.88 -13.61
C -18.82 -24.47 -11.15
O -18.46 -24.17 -12.46
C -17.16 -23.59 -12.45
C -16.50 -23.34 -13.85
N -15.91 -24.54 -14.45
C -17.00 -25.54 -14.68
C -16.37 -26.78 -15.30
O -15.42 -26.53 -16.37
C -14.89 -27.78 -16.85
H -18.21 -25.33 -10.85
H -19.87 -24.76 -11.16
H -18.68 -23.63 -10.48
H -16.53 -24.29 -11.90
H -17.16 -22.62 -11.96
H -15.79 -22.51 -13.78
H -17.25 -23.00 -14.56
H -15.37 -25.04 -13.75
H -17.70 -25.09 -15.38
H -17.54 -25.93 -13.83
H -17.11 -27.46 -15.71
H -15.97 -27.32 -14.44
H -15.71 -28.50 -16.90
H -14.20 -28.22 -16.14
H -14.51 -27.82 -17.87
C -8.82 -26.68 -4.27
O -9.38 -27.75 -5.06
C -10.77 -27.40 -5.38
C -11.29 -28.34 -6.53
N -10.81 -27.72 -7.76
C -11.57 -28.19 -8.98
C -10.69 -27.94 -10.20
O -9.42 -28.59 -10.02
C -8.45 -28.16 -10.96
H -9.40 -26.69 -3.34
H -8.91 -25.68 -4.70
H -7.81 -26.97 -4.01
H -10.91 -26.36 -5.68
H -11.39 -27.53 -4.50
H -12.38 -28.28 -6.60
H -11.02 -29.38 -6.33
H -9.85 -27.99 -7.90
H -12.50 -27.61 -8.96
H -11.80 -29.25 -8.89
H -10.47 -26.87 -10.22
H -11.25 -28.18 -11.10
H -7.53 -28.73 -10.83
H -8.06 -27.15 -10.86
H -8.77 -28.22 -12.00
C -17.23 -20.80 -8.53
O -16.33 -21.85 -8.60
C -16.28 -22.79 -7.50
C -15.11 -23.87 -7.78
N -13.84 -23.34 -7.38
C -12.72 -24.03 -8.00
C -12.36 -23.31 -9.32
O -11.88 -22.01 -8.90
C -11.39 -21.19 -9.92
H -18.25 -21.17 -8.38
H -17.29 -20.15 -9.40
H -17.08 -20.14 -7.68
H -17.22 -23.30 -7.27
H -16.11 -22.30 -6.54
H -15.15 -24.03 -8.86
H -15.29 -24.82 -7.28
H -13.70 -22.38 -7.66
H -13.00 -25.05 -8.25
H -11.84 -24.04 -7.35
H -13.22 -23.26 -9.98
H -11.60 -23.94 -9.78
H -12.11 -20.99 -10.71
H -10.49 -21.61 -10.39
H -11.12 -20.20 -9.53
C -12.10 -26.01 -16.41
O -12.96 -24.95 -16.14
C -12.23 -23.94 -15.49
C -13.10 -22.76 -15.20
N -14.23 -22.43 -16.11
C -13.83 -21.88 -17.49
C -13.25 -22.81 -18.48
O -13.96 -24.03 -18.33
C -13.56 -24.92 -19.35
H -12.53 -26.71 -17.13
H -11.88 -26.55 -15.49
H -11.22 -25.58 -16.90
H -11.50 -23.58 -16.22
H -11.80 -24.27 -14.54
H -12.52 -21.86 -14.97
H -13.60 -22.99 -14.26
H -14.67 -21.56 -15.84
H -13.28 -20.94 -17.41
H -14.73 -21.49 -17.96
H -12.21 -22.98 -18.18
H -13.28 -22.37 -19.47
H -13.89 -24.67 -20.36
H -14.18 -25.82 -19.26
H -12.52 -25.24 -19.26

Calculated values
**E_LUMO (spin up / spin down)**: 0.30 / -3.96 eV
**Spin multiplicity**: 2
**E_HOMO (spin up / spin down)**: -8.113 / -8.113 eV
**Energy relative to the best compared isomer or geometry (same formula, charge and spin)**: 0.0 kcal/mol
**Max |F|**: 5.18 eV Å⁻¹
**Electronic energy**: -109936.6945 eV
**Orbital gap (spin up / spin down)**: 8.41 / 4.15 eV
**Total charge**: 0